[1]
ORCA calculation (ωB97M-V/def2-TZVPD) on a molecular structure, C21H23AuClN2O2P in a non-equilibrium geometry.

Each line ends with the natural charge from an NBO analysis.
Cartesian coordinates (Å):
Au (-0.32709, -0.03686, 1.55564)  0.907
Cl (-0.10518, -2.36237, 1.41002)  -0.493
C (-0.28436, 1.89723, 1.81898)  0.478
O (0.12006, 2.92683, 2.14256)  -0.346
P (-0.03934, 0.14761, -0.77509)  0.996
C (-1.60056, -0.22385, -1.62986)  -0.342
C (0.43684, 1.78639, -1.41434)  -0.440
C (1.21996, -1.00738, -1.37115)  -0.229
C (1.65237, 2.00671, -2.08924)  -0.133
C (1.96159, 3.27959, -2.57195)  -0.210
C (1.08365, 4.35086, -2.37428)  -0.150
C (-0.11294, 4.14064, -1.67912)  -0.184
C (-0.42486, 2.87498, -1.18439)  -0.202
H (2.35292, 1.18236, -2.23045)  0.199
H (2.90016, 3.44342, -3.10278)  0.244
H (1.33522, 5.35022, -2.75107)  0.251
H (-0.79275, 4.97585, -1.50349)  0.248
H (-1.34820, 2.73361, -0.61753)  0.226
C (-2.54329, -1.04839, -0.98852)  -0.215
C (-3.75563, -1.34771, -1.60935)  -0.185
C (-4.04226, -0.84031, -2.88221)  -0.146
C (-3.11324, -0.00785, -3.51731)  -0.199
C (-1.90486, 0.31117, -2.89635)  -0.211
H (-2.31452, -1.44912, 0.00164)  0.232
H (-4.48594, -1.97670, -1.09900)  0.245
H (-4.98936, -1.09024, -3.37478)  0.249
H (-3.33695, 0.39844, -4.50219)  0.245
H (-1.19905, 0.98498, -3.38282)  0.232
C (1.02895, -1.74297, -2.54981)  -0.183
C (2.03805, -2.58757, -3.01524)  -0.010
C (3.22249, -2.75019, -2.28988)  -0.033
C (3.39209, -2.05794, -1.08312)  -0.247
C (2.40138, -1.19184, -0.62323)  -0.009
H (0.08925, -1.65338, -3.09276)  0.259
H (1.88880, -3.13958, -3.94206)  0.258
H (4.00323, -3.42937, -2.65351)  0.266
H (4.30210, -2.20677, -0.49982)  0.267
H (2.52161, -0.67999, 0.33347)  0.237
H (-3.11940, -3.84147, 1.39941)  0.002
H (-2.41006, -4.08018, 1.32058)  -0.003
C (-0.82700, -0.41797, 6.48878)  -0.427
N (0.50066, -0.22684, 5.95188)  -0.578
C (0.62082, 0.00338, 4.62530)  0.800
N (1.89257, 0.13578, 4.11531)  -0.821
O (-0.41343, 0.15412, 3.91324)  -0.747
H (-1.51035, -0.43133, 5.63421)  0.243
H (-1.09497, 0.40232, 7.15583)  0.217
H (-0.90615, -1.35706, 7.03761)  0.222
H (1.33031, -0.26511, 6.53983)  0.416
H (2.03350, -0.01074, 3.11960)  0.391
H (2.67313, -0.02540, 4.73282)  0.413

Charge: +2
Frontier orbital gap (spin up / spin down) (eV): 6.888 / 3.904
Maximum force (eV/A): 5.7
Multiplicity: 3


[2]
ORCA calculation (ωB97M-V/def2-TZVPD) on a molecular structure, C48H64MnN2O2Se.

Each line ends with the Löwdin spin population.
Cartesian coordinates (Å):
Mn (-0.16462, -0.15242, -0.39670)  4.573
C (-2.69836, 2.69508, 6.25940)  0.000
C (-3.24021, 3.42588, 5.03180)  0.001
C (-4.76450, 3.25279, 5.00495)  0.000
C (-2.90419, 4.91650, 5.16852)  0.000
C (-2.64222, 2.88057, 3.73566)  0.005
C (-1.72386, 1.84866, 3.69723)  0.001
C (-1.23242, 1.37022, 2.48638)  0.010
Se (-0.03042, -0.12166, 2.54077)  0.039
C (-1.32995, -1.53066, 2.48750)  0.009
C (-1.96789, -1.87028, 3.67568)  0.001
C (-2.94932, -2.84196, 3.70369)  0.005
C (-3.23830, -3.48003, 2.49431)  -0.001
C (-2.62203, -3.18524, 1.28764)  0.004
C (-1.63370, -2.16147, 1.26985)  0.009
O (-1.02747, -1.81868, 0.14448)  0.086
C (-2.97010, -3.97545, 0.02016)  0.001
C (-3.46616, -3.06273, -1.11309)  0.000
C (-1.72300, -4.75247, -0.42585)  0.001
C (-4.08282, -4.99545, 0.27340)  0.000
C (-3.71349, -3.22612, 4.96897)  0.001
C (-5.21380, -2.98515, 4.75414)  0.000
C (-3.48434, -4.70947, 5.28736)  0.000
C (-3.26639, -2.40347, 6.17714)  0.000
C (-1.63446, 1.91033, 1.25502)  0.009
O (-1.16423, 1.44230, 0.11020)  0.086
C (-2.55819, 2.99068, 1.27864)  0.005
C (-3.02851, 3.42518, 2.50838)  -0.001
C (-3.00095, 3.67742, -0.01800)  0.001
C (-4.03610, 4.77486, 0.24089)  0.000
C (-3.64897, 2.67591, -0.98737)  0.000
C (-1.78228, 4.35241, -0.66620)  0.000
H (-3.14862, 3.11089, 7.16306)  0.000
H (-1.61508, 2.80018, 6.34784)  0.000
H (-2.93392, 1.62910, 6.22985)  0.000
H (-5.20876, 3.62590, 5.93124)  0.000
H (-5.03122, 2.19981, 4.89494)  0.000
H (-5.21450, 3.79892, 4.17440)  0.000
H (-3.31730, 5.32152, 6.09584)  0.000
H (-3.31460, 5.49531, 4.33962)  0.000
H (-1.82298, 5.06835, 5.17910)  0.000
H (-1.37564, 1.38018, 4.60778)  0.001
H (-1.68402, -1.34133, 4.57563)  0.001
H (-3.99778, -4.25032, 2.50402)  0.000
H (-2.73009, -2.31381, -1.38461)  0.000
H (-4.38194, -2.54671, -0.81392)  0.000
H (-3.69751, -3.67028, -1.99343)  0.000
H (-0.88217, -4.08012, -0.57742)  0.000
H (-1.92139, -5.29084, -1.35776)  0.000
H (-1.44132, -5.48466, 0.33449)  0.000
H (-5.00010, -4.51433, 0.61897)  0.000
H (-3.79451, -5.75322, 1.00492)  0.000
H (-4.30812, -5.51167, -0.66241)  0.000
H (-5.60242, -3.59060, 3.93391)  0.000
H (-5.40663, -1.93725, 4.51584)  0.000
H (-5.77590, -3.24209, 5.65564)  0.000
H (-3.82149, -5.35056, 4.47131)  0.000
H (-4.03283, -4.99606, 6.18828)  0.000
H (-2.42377, -4.90901, 5.45310)  0.000
H (-3.43233, -1.33501, 6.02304)  0.000
H (-2.20822, -2.55528, 6.39953)  0.000
H (-3.83912, -2.70686, 7.05598)  0.000
H (-3.74097, 4.23924, 2.52360)  0.000
H (-4.94390, 4.37830, 0.70060)  0.000
H (-4.31702, 5.22841, -0.71203)  0.000
H (-3.64426, 5.56779, 0.88131)  0.000
H (-4.53328, 2.22513, -0.53104)  0.000
H (-2.96684, 1.87648, -1.26011)  0.000
H (-3.97029, 3.19902, -1.89343)  0.000
H (-1.39618, 5.13715, -0.01106)  0.000
H (-2.06454, 4.81511, -1.61669)  0.000
H (-0.98508, 3.63471, -0.84393)  0.000
C (-0.11623, -2.89100, -3.25214)  0.001
C (-0.95004, -1.78264, -3.82719)  0.003
C (-1.99619, -2.02813, -4.71014)  0.000
C (-2.75435, -0.98654, -5.22150)  0.003
C (-2.47774, 0.32112, -4.85220)  -0.001
C (-1.43841, 0.61147, -3.97492)  0.003
C (-1.13943, 2.02113, -3.55185)  0.001
C (-0.69316, -0.45801, -3.49298)  0.003
N (0.34189, -0.19073, -2.52920)  0.033
C (1.54008, 0.04169, -2.87190)  0.028
C (2.05361, 0.07415, -4.27683)  0.004
C (2.53037, 0.30010, -1.72244)  0.023
C (3.95699, 0.58128, -2.07515)  0.003
N (2.04371, 0.25129, -0.55540)  0.034
C (2.83911, 0.48682, 0.61564)  0.003
C (2.83595, 1.77171, 1.15311)  0.001
C (2.08464, 2.88749, 0.48226)  0.001
C (3.53335, 1.96778, 2.33937)  0.000
C (4.18838, 0.91678, 2.96362)  0.002
C (4.15093, -0.35201, 2.40856)  0.000
C (3.46617, -0.59260, 1.22170)  0.001
C (3.36678, -1.97736, 0.64384)  0.001
H (-0.54974, -3.86159, -3.48737)  0.000
H (-0.05434, -2.81326, -2.16512)  0.001
H (0.90233, -2.87453, -3.65108)  0.000
H (-2.22163, -3.05137, -4.98457)  0.000
H (-3.56992, -1.19475, -5.90114)  0.000
H (-3.08119, 1.13445, -5.23625)  0.000
H (-1.93726, 2.68945, -3.87184)  0.000
H (-0.20504, 2.38544, -3.98900)  0.000
H (-1.05675, 2.10328, -2.46716)  0.000
H (1.27508, -0.21643, -4.97797)  0.000
H (2.90716, -0.59763, -4.37962)  0.001
H (2.40312, 1.07599, -4.53354)  0.001
H (4.01697, 1.37067, -2.82494)  0.001
H (4.41813, -0.30779, -2.51119)  0.001
H (4.52531, 0.87468, -1.19566)  0.000
H (2.50536, 3.12058, -0.50065)  0.000
H (2.12957, 3.79374, 1.08422)  0.000
H (1.03309, 2.62915, 0.33242)  0.000
H (3.54312, 2.95573, 2.78328)  0.000
H (4.71324, 1.08311, 3.89487)  0.000
H (4.63592, -1.18016, 2.91086)  0.000
H (3.68750, -2.71653, 1.37610)  0.000
H (3.99818, -2.09747, -0.24121)  0.000
H (2.34112, -2.21889, 0.35495)  0.001

Charge: 0
Frontier orbital gap (spin up / spin down) (eV): 6.105 / 6.083
Maximum force (eV/A): 0.8
Multiplicity: 6